127
Properties=species:S:1:pos:R:3:lowdin_charge:R:1 method="wB97M-V/def2-TZVPD" largest_force_ev_per_a=2.48 e_homo_ev=-10.00 total_charge=+1 homo_lumo_gap_ev=6.996
C 1.496 5.589 -0.421 -0.085
H 3.731 -1.741 -3.648 0.079
C 2.458 -4.446 0.546 -0.165
C -1.615 -3.178 0.759 -0.399
H -2.620 -6.698 -0.435 0.111
H 2.229 1.926 4.842 0.132
C -3.285 -5.099 0.861 -0.179
H -0.788 -3.211 3.229 0.083
H -1.809 2.728 -1.961 0.039
C -0.569 -1.011 -2.674 -0.319
P -1.388 -1.366 1.120 1.067
N 2.372 4.434 -0.183 -0.063
H 1.011 1.183 -3.896 0.091
C 1.050 -2.618 -3.472 -0.106
H 4.691 -0.308 -3.949 0.129
H -1.502 1.875 -3.488 0.044
H -6.282 -0.578 0.625 0.113
C -4.179 -0.888 0.860 -0.089
H 3.083 -1.713 0.311 0.065
C -5.156 0.349 -0.951 -0.056
P 1.885 -0.829 -1.448 1.049
H -2.491 -1.110 -3.634 0.110
C 3.378 -0.215 6.061 -0.152
H -3.672 -5.808 1.594 0.114
C 4.106 -2.833 -1.180 -0.168
C -2.897 -0.653 0.361 -0.368
C -0.897 -2.287 5.170 -0.175
C 0.708 -1.559 -2.628 -0.390
N -0.870 1.479 1.371 -0.142
H -0.045 -2.726 5.693 0.112
H -2.232 -4.264 2.536 0.104
O 3.147 6.431 -1.978 -0.113
C -5.300 -0.390 0.212 -0.053
C 1.831 1.059 2.929 -0.124
S -3.226 2.580 2.354 0.612
H 4.153 5.409 0.302 0.137
H 4.499 -5.155 0.360 0.111
C 1.770 6.140 -1.811 -0.174
H 1.722 6.354 0.324 0.137
H 2.332 1.931 -1.918 0.041
C -2.499 -0.359 5.084 -0.168
C -2.680 -3.899 1.612 -0.174
H -6.025 0.746 -1.460 0.111
H 1.700 -5.185 0.810 0.108
C 3.179 0.035 -2.487 -0.377
H -3.299 -1.872 3.749 0.111
C 1.789 -3.318 -0.241 -0.241
H 1.446 5.413 -2.569 0.127
C 1.966 1.699 -4.026 -0.200
H 1.757 2.762 -4.170 0.111
H 4.485 -2.284 -2.037 0.076
C 2.294 -1.148 2.638 -0.144
C 2.791 -1.263 3.924 0.007
H 3.647 1.606 -5.369 0.119
H -1.372 -6.038 0.612 0.111
C 3.668 -0.661 -3.777 -0.183
C 2.670 1.126 -5.248 -0.188
C -2.760 -0.923 3.674 -0.203
H -2.472 0.731 5.037 0.101
C 2.281 1.034 4.234 0.016
H -0.763 -5.049 -1.435 0.101
H -0.354 -0.228 5.454 0.100
H 0.454 5.288 -0.318 0.139
H -0.155 2.501 -2.530 -0.004
H 1.232 7.074 -1.956 0.136
H -1.281 -0.904 6.786 0.113
C -1.138 2.033 -2.470 -0.181
H 3.343 -6.131 -0.530 0.110
Si -1.057 0.410 -1.523 0.507
C -0.596 -2.231 3.664 -0.186
H -3.379 -0.213 3.132 0.059
H 0.401 -3.948 -5.017 0.114
H 1.431 1.972 2.513 0.083
H 0.977 -2.871 0.335 0.053
H 2.854 -4.049 1.486 0.101
C -2.752 0.067 -0.820 -0.308
H -3.772 1.149 -2.371 0.101
H -1.880 -2.978 -5.123 0.112
H -1.758 -2.932 5.364 0.118
C 2.798 -2.224 -0.611 -0.409
H 4.874 -2.767 -0.404 0.123
H -3.340 -0.636 5.722 0.116
C -1.867 1.947 1.783 -0.939
H 4.359 3.761 -0.336 0.135
H 3.159 -4.449 -2.279 0.098
C -1.916 -3.352 -0.732 -0.201
C -1.421 -1.128 2.962 -0.400
N 3.835 -0.294 7.110 0.195
H 4.978 5.583 -1.999 0.136
H -2.927 -2.990 -0.932 0.123
Ir 0.399 0.216 0.365 0.798
C -3.885 0.575 -1.457 -0.081
H -0.879 -0.187 3.073 0.070
C 2.846 -0.371 -5.035 -0.185
C -1.493 -1.535 -3.584 -0.081
C 2.815 -0.144 4.742 -0.203
C 2.832 1.509 -2.780 -0.210
C -1.794 -4.826 -1.144 -0.172
H 1.336 -3.738 -1.141 0.098
C -1.155 -2.586 -4.420 -0.054
H -1.238 -2.748 -1.327 0.069
H 4.866 -4.692 -1.961 0.118
C 1.902 3.227 -0.034 -0.207
C 3.603 -5.106 -0.262 -0.173
C 3.940 -4.313 -1.527 -0.196
C -1.193 -0.888 5.700 -0.189
H -2.419 -4.990 -2.024 0.114
C 0.124 -3.132 -4.363 -0.054
N 1.846 -0.007 2.110 -0.044
H 3.349 -0.822 -5.893 0.120
N 1.484 2.160 0.097 0.089
H 3.772 2.053 -2.933 0.116
H 1.861 -0.830 -4.952 0.094
H -0.636 -3.630 0.946 0.088
H 3.662 4.526 -2.582 0.118
H 2.051 -3.031 -3.446 0.096
H -4.328 -1.450 1.769 0.082
H 2.271 -2.020 2.001 0.082
H -4.126 -4.782 0.240 0.118
C 3.796 4.687 -0.436 -0.089
C 3.948 5.274 -1.830 -0.178
H 2.086 1.309 -6.151 0.116
H 4.012 0.042 -1.772 0.113
H 3.159 -2.213 4.287 0.136
H -3.483 -3.220 1.892 0.084
H 0.455 -2.024 3.524 0.064
C -2.230 -5.771 -0.014 -0.190



130
Properties=species:S:1:pos:R:3:lowdin_charge:R:1 method="wB97M-V/def2-TZVPD" largest_force_ev_per_a=0.65 e_homo_ev=-7.94 total_charge=0 smiles="CCP(C)C1=CC(=O)C(OC[C@H](C)CC(C)C)=C(CCCCOC=O)C1=O.c1cc[nH]c1.c1cc[nH]c1.c1cc[nH]c1.c1cc[nH]c1.c1cc[nH]c1.c1cc[nH]c1.c1cc[nH]c1" homo_lumo_gap_ev=6.597
H -0.573 4.250 -12.089 0.101
H -6.344 -4.988 1.483 0.065
H -4.710 -6.413 -1.072 0.086
C 1.459 5.294 0.708 -0.077
H -0.010 1.218 -1.496 0.126
C -0.083 3.747 -11.274 -0.149
H -5.170 -2.608 4.270 0.029
H 2.969 3.191 4.433 0.123
C -0.508 -4.601 -4.885 -0.116
H 0.479 -8.120 1.563 0.087
H -1.819 3.130 -0.332 0.137
C -5.606 -4.826 2.271 -0.165
C 1.222 2.538 -9.898 -0.104
H 0.603 6.048 2.948 0.068
H 4.435 -1.688 0.815 0.135
C 3.578 1.811 1.711 -0.325
H 1.403 -0.821 4.524 0.113
C -1.048 -1.394 0.227 -0.306
H -3.933 -4.452 0.961 0.068
H -5.212 -5.805 2.544 0.071
C 6.261 -3.400 2.769 -0.110
H 0.198 1.456 2.889 0.087
H -2.834 -2.661 0.112 0.115
C 2.647 2.338 3.833 -0.160
C 1.009 2.922 -11.252 -0.116
H -0.622 -5.621 -5.212 0.087
C -0.182 3.655 -1.577 -0.070
H -1.324 4.424 -9.705 0.139
H 3.039 0.766 5.207 0.121
H -0.597 0.632 4.241 0.136
H 0.678 7.661 6.878 0.089
O 3.771 1.879 3.047 -0.046
N 0.232 -5.054 2.624 0.020
H 2.295 5.795 5.769 0.097
H 0.024 -6.770 3.867 0.106
H -1.559 0.922 -0.723 0.130
C -0.242 -2.370 -4.870 -0.146
C 5.313 -1.360 2.715 -0.143
O -0.583 -1.606 -0.867 0.114
C 5.572 -3.281 1.593 -0.138
H 0.893 3.495 -1.685 0.088
C 2.116 9.095 5.931 -0.112
H -7.233 -7.358 -0.788 0.103
C 6.096 -2.181 3.482 -0.108
H -4.902 -3.015 1.287 0.083
C -5.003 -7.404 -0.766 -0.120
C -0.171 3.379 0.995 -0.161
H 3.844 0.822 1.308 0.134
C -4.490 -3.923 1.741 -0.450
H -3.061 -8.470 -0.429 0.090
C 1.475 0.080 3.916 -0.166
C -0.584 1.396 -0.585 -0.105
C -4.220 -2.172 3.953 -0.274
O 0.112 0.732 0.487 -0.023
C 3.232 8.851 5.176 -0.143
O -0.599 -2.314 3.888 0.081
H -0.108 -1.324 -5.087 0.095
C -0.489 -4.175 -3.581 -0.142
C 0.060 4.888 1.180 -0.403
H 2.000 1.895 -9.522 0.089
C 0.613 -6.060 0.688 -0.112
H 0.819 -6.227 -0.356 0.085
C -0.514 -0.286 1.099 -0.160
C -2.154 -2.410 2.125 -0.308
C -0.206 4.882 -6.161 -0.156
C -0.080 5.243 2.671 -0.067
H 5.437 -3.973 0.779 0.107
H 3.934 9.524 4.714 0.105
H 6.818 -4.265 3.086 0.090
C 0.254 3.142 -9.143 -0.134
C 0.094 0.501 3.402 -0.106
H 2.205 4.810 1.347 0.063
H -0.885 3.063 1.764 0.116
H -4.675 -10.550 0.201 0.105
H 4.107 7.032 4.561 0.142
C -4.930 -9.551 -0.106 -0.141
C -4.139 -8.482 -0.431 -0.108
C 1.152 4.715 -6.149 -0.111
C 2.361 6.869 5.739 -0.153
C -2.130 -2.220 0.807 0.011
H 1.881 2.696 3.141 0.093
H -0.697 5.435 0.607 0.128
H 2.378 2.938 -5.550 0.095
H -0.320 -3.423 -6.782 0.087
H -0.285 -2.250 -2.754 0.093
C 1.562 7.836 6.288 -0.113
C -0.501 -0.465 2.423 -0.060
O 3.172 2.705 1.029 0.093
H 1.738 10.068 6.197 0.089
N -0.327 -2.819 -3.583 0.011
H 2.096 -0.173 3.048 0.115
C -0.743 2.924 -0.358 -0.305
H 0.776 2.867 1.187 0.085
H 1.669 4.980 -0.313 0.062
H -0.579 -4.720 -2.656 0.101
H 1.607 6.373 0.787 0.080
N 5.000 -2.039 1.566 0.004
H 0.090 -4.332 3.311 0.109
C 0.437 -7.051 1.693 -0.113
H 0.063 3.112 -8.084 0.073
N -0.536 3.873 -9.988 0.005
H 1.877 5.454 -6.443 0.096
N -0.777 3.717 -5.721 0.000
H -0.040 1.823 -5.067 0.103
H -0.648 3.253 -2.483 0.068
H 1.592 2.628 -12.108 0.087
H -3.678 -1.861 4.846 0.037
H -6.135 -4.383 3.116 0.055
H 0.190 4.372 3.279 0.063
H 4.950 -0.364 2.903 0.081
C 2.167 1.192 4.704 -0.157
H -4.436 -1.301 3.330 0.048
C 1.413 3.398 -5.683 -0.107
N -6.235 -9.160 -0.231 -0.001
C 0.206 -6.395 2.875 -0.137
H -7.031 -9.744 -0.054 0.142
C -1.045 -1.760 2.907 -0.348
H -1.098 5.524 2.944 0.079
H 0.550 -3.842 0.894 0.098
H -0.810 5.728 -6.443 0.106
C 0.480 -4.839 1.297 -0.143
H 6.502 -1.937 4.449 0.089
C -6.290 -7.853 -0.632 -0.148
H -1.762 3.555 -5.622 0.144
P -3.289 -3.484 3.061 0.980
C -0.351 -3.452 -5.706 -0.117
C 0.204 2.808 -5.430 -0.159
H 1.519 1.590 5.492 0.124
N 3.374 7.495 5.064 0.002
H -0.401 4.723 -1.561 0.081